Model A:
The following is a quantum chemistry calculation of 2 unconnected molecules or ions with the total composition C5H12NO2, from the OMol25 dataset.

Summary:
Frontier orbital gap   0.1762 Ha
2S+1   1
LUMO level   2.72 eV
Net charge   -1

Last columns: bonded neighbours and bond lengths (Å).
CARTESIAN COORDINATES (ANGSTROEM)
1 C -1.0821 -0.7983 1.7497  O2 1.404, C3 1.521, H8 1.109, H9 1.100
2 O -0.5142 -0.0267 2.7767  C1 1.404, H16 0.977
3 C -0.7033 -0.5032 0.3065  C1 1.521, C4 1.535, H10 1.107, H11 1.082
4 C 0.6239 -1.1079 -0.1719  C3 1.535, C5 1.525, H12 1.101, H13 1.083
5 C 1.8988 -0.4023 0.2764  C4 1.525, C6 1.394, N7 1.331
6 C 2.6413 0.3270 -0.6510  C5 1.394, H14 1.073, H15 1.078
7 N 2.0709 -0.4748 1.5943  C5 1.331, H17 1.019
8 H -2.1780 -0.7552 1.9167  C1 1.109
9 H -0.9638 -1.8612 2.0083  C1 1.100
10 H -0.5827 0.5927 0.2096  C3 1.107
11 H -1.5087 -0.6328 -0.4038  C3 1.082
12 H 0.7866 -2.1002 0.2757  C4 1.101
13 H 0.5881 -1.1804 -1.2524  C4 1.083
14 H 3.5559 0.7208 -0.2505  C6 1.073
15 H 2.2180 0.7097 -1.5661  C6 1.078
16 H 0.3889 0.1422 2.4435  O2 0.977
17 H 2.7436 0.1451 2.0431  N7 1.019
18 H -3.3639 1.5019 -4.3330  O20 0.964
19 H -3.0891 2.4807 -5.4540  O20 0.979
20 O -3.6524 2.3605 -4.6621  H18 0.964, H19 0.979

Atom charges from the Löwdin analysis, given in e for atoms 1 to 6: -0.330, -0.115, -0.197, -0.206, -0.607, -0.090

---

Model B:
The following is a quantum chemistry calculation of a gas-phase ion, C5H12NO2 (charge -1), from the OMol25 dataset.

Summary:
Structure (SMILES)   CN[C@H](C[O-])CCO
Frontier orbital gap   0.2004 Ha
2S+1   1
LUMO level   3.32 eV
Net charge   -1

Last columns: bonded neighbours and bond lengths (Å).
CARTESIAN COORDINATES (ANGSTROEM)
1 C 1.8133 -1.4369 -1.2860  N2 1.551, H9 1.102, H10 1.163, H11 1.197
2 N 0.3348 -1.2243 -0.8686  C1 1.551, C3 1.482, H12 1.015
3 C 0.2066 -0.1539 0.1486  N2 1.482, C4 1.639, C6 1.555, H13 1.087
4 C 0.6807 -0.8167 1.5705  C3 1.639, O5 1.260, H14 1.139, H15 1.102
5 O 1.9096 -1.0961 1.5612  C4 1.260
6 C -1.2288 0.4442 0.1323  C3 1.555, C7 1.567, H16 1.083, H17 1.219
7 C -1.1299 1.8485 -0.5564  C6 1.567, O8 1.397, H18 1.125, H19 1.132
8 O -2.4464 2.3089 -0.4745  C7 1.397, H20 0.969
9 H 1.8945 -2.3567 -1.8875  C1 1.102
10 H 2.1878 -0.6508 -2.0570  C1 1.163
11 H 2.4994 -1.5409 -0.3104  C1 1.197
12 H -0.0282 -2.1229 -0.5672  N2 1.015
13 H 0.9209 0.6452 -0.0328  C3 1.087
14 H 0.3629 -0.0180 2.3176  C4 1.139
15 H -0.1290 -1.5642 1.5481  C4 1.102
16 H -2.0375 -0.1552 -0.2677  C6 1.083
17 H -1.4662 0.5088 1.3261  C6 1.219
18 H -0.5970 2.6508 0.0244  C7 1.125
19 H -0.6171 1.9016 -1.5642  C7 1.132
20 H -3.0907 2.2597 -1.1971  O8 0.969

Atom charges from the Löwdin analysis, given in e for atoms 1 to 6: -0.158, -0.100, -0.380, -0.572, -0.278, -0.157

---

Model C:
The following is a quantum chemistry calculation of 2 unconnected molecules or ions with the total composition C5H12NO2, from the OMol25 dataset.

Summary:
Frontier orbital gap   0.2663 Ha
2S+1   1
LUMO level   3.86 eV
Net charge   -1

Last columns: bonded neighbours and bond lengths (Å).
CARTESIAN COORDINATES (ANGSTROEM)
1 N 1.8289 0.1638 0.1369  C2 1.466, C5 1.482, H8 1.016
2 C 1.1217 1.1735 0.9309  N1 1.466, C3 1.538, H9 1.087, H10 1.091
3 C 0.2338 0.4005 1.9208  C2 1.538, C4 1.541, H11 1.087, H12 1.088
4 C -0.1308 -0.8628 1.1171  C3 1.541, C5 1.549, H13 1.096, H14 1.092
5 C 0.7629 -0.8260 -0.1473  N1 1.482, C4 1.549, C6 1.557, H15 1.096
6 C -0.0525 -0.4772 -1.4268  C5 1.557, O7 1.372, H16 1.094, H17 1.105
7 O -1.3742 -0.8389 -1.3669  C6 1.372
8 H 2.4911 -0.3172 0.7381  N1 1.016
9 H 1.8446 1.8255 1.4142  C2 1.087
10 H 0.5365 1.8040 0.2603  C2 1.091
11 H 0.8439 0.2210 2.8028  C3 1.087
12 H -0.6880 0.9111 2.1921  C3 1.088
13 H 0.0073 -1.8119 1.6471  C4 1.096
14 H -1.1628 -0.9358 0.7689  C4 1.092
15 H 1.2358 -1.8067 -0.2741  C5 1.096
16 H 0.0319 0.6106 -1.5040  C6 1.094
17 H 0.4644 -0.9031 -2.3054  C6 1.105
18 H -2.1402 0.3478 -1.7277  O20 1.076
19 H -3.1372 0.3037 -2.8377  O20 0.967
20 O -2.7172 1.0183 -2.3395  H18 1.076, H19 0.967

Atom charges from the Löwdin analysis, given in e for atoms 1 to 6: -0.044, -0.243, -0.174, -0.161, -0.335, -0.383

---

Model D:
The following is a quantum chemistry calculation of a gas-phase ion, C5H12NO2 (charge -1), from the OMol25 dataset.

Summary:
Structure (SMILES)   CN[C@@H](C[O-])[C@@H](C)O
Frontier orbital gap   0.2294 Ha
2S+1   1
LUMO level   3.92 eV
Net charge   -1

Last columns: bonded neighbours and bond lengths (Å).
CARTESIAN COORDINATES (ANGSTROEM)
1 C -1.0739 0.3533 2.2743  N2 1.487, H9 1.090, H10 1.104, H11 1.089
2 N -0.6188 0.9251 0.9796  C1 1.487, C3 1.519, H12 1.006
3 C 0.1740 -0.1558 0.2644  N2 1.519, C4 1.621, C6 1.513, H13 1.087
4 C -0.8861 -1.2193 -0.3455  C3 1.621, O5 1.344, H14 1.106, H15 1.143
5 O -0.7483 -2.4268 0.2281  C4 1.344
6 C 1.0521 0.6079 -0.7025  C3 1.513, C7 1.544, O8 1.458, H16 1.095
7 C 1.6779 -0.2896 -1.7921  C6 1.544, H17 1.089, H18 1.084, H19 1.100
8 O 0.2496 1.5183 -1.5108  C6 1.458, H20 0.955
9 H -0.1767 0.3825 2.8926  C1 1.090
10 H -1.7633 1.0660 2.7596  C1 1.104
11 H -1.6331 -0.5789 2.2107  C1 1.089
12 H -1.4616 1.0573 0.4474  N2 1.006
13 H 0.7303 -0.6833 1.0348  C3 1.087
14 H -0.8107 -1.2657 -1.4479  C4 1.106
15 H -1.9227 -0.8181 -0.0784  C4 1.143
16 H 1.8242 1.2201 -0.2259  C6 1.095
17 H 1.0522 -1.1692 -1.9378  C7 1.089
18 H 1.8807 0.1527 -2.7609  C7 1.084
19 H 2.6129 -0.7497 -1.4403  C7 1.100
20 H -0.1589 2.0732 -0.8494  O8 0.955

Atom charges from the Löwdin analysis, given in e for atoms 1 to 6: -0.146, -0.120, -0.267, -0.480, -0.374, -0.379

---

Bottom line: model C, by a margin of 0.877 eV.

---

Model A:
The following is a quantum chemistry calculation of a gas-phase ion, C5H12NO2 (charge -1), from the OMol25 dataset.

Summary:
Structure (SMILES)   [O-]CNCCCCO
Frontier orbital gap   0.2252 Ha
2S+1   1
LUMO level   3.51 eV
Net charge   -1

Last columns: bonded neighbours and bond lengths (Å).
CARTESIAN COORDINATES (ANGSTROEM)
1 O -3.0588 -0.5835 -1.4609  C2 1.309
2 C -2.8744 -0.7843 -0.1802  O1 1.309, N3 1.574, H9 1.121, H10 1.111
3 N -1.7227 0.0619 0.4799  C2 1.574, C4 1.467, H11 0.970
4 C -0.6498 0.3580 -0.4751  N3 1.467, C5 1.541, H12 1.095, H13 1.094
5 C 0.5810 -0.5176 -0.1710  C4 1.541, C6 1.520, H14 1.093, H15 1.106
6 C 1.3762 -0.0282 1.0290  C5 1.520, C7 1.530, H16 1.085, H17 1.094
7 C 2.4041 1.0321 0.6275  C6 1.530, O8 1.421, H18 1.092, H19 1.095
8 O 3.5886 0.4729 0.0780  C7 1.421, H20 0.952
9 H -3.7235 -0.4516 0.4723  C2 1.121
10 H -2.5746 -1.8249 0.0683  C2 1.111
11 H -1.9901 0.9076 0.8714  N3 0.970
12 H -0.3986 1.4177 -0.3652  C4 1.095
13 H -1.0003 0.1097 -1.4815  C4 1.094
14 H 0.2358 -1.5444 -0.0239  C5 1.093
15 H 1.1631 -0.6615 -1.0998  C5 1.106
16 H 0.7091 0.3989 1.7712  C6 1.085
17 H 1.9627 -0.8495 1.4508  C6 1.094
18 H 2.7108 1.5674 1.5287  C7 1.092
19 H 1.9474 1.7832 -0.0259  C7 1.095
20 H 3.2674 -0.1894 -0.5252  O8 0.952

Atom charges from the Löwdin analysis, given in e for atoms 1 to 6: -0.328, -0.552, -0.070, -0.272, -0.224, -0.204

---

Model B:
The following is a quantum chemistry calculation of 2 unconnected molecules or ions with the total composition C5H12NO2, from the OMol25 dataset.

Summary:
Frontier orbital gap   0.2465 Ha
2S+1   1
LUMO level   3.82 eV
Net charge   -1

Last columns: bonded neighbours and bond lengths (Å).
CARTESIAN COORDINATES (ANGSTROEM)
1 C 0.1898 0.4600 -1.7568  O2 1.340, C3 1.626, H8 1.116, H9 1.113
2 O -0.6030 -0.1749 -2.6311  C1 1.340
3 C 0.2781 -0.4539 -0.4148  C1 1.626, C4 1.561, N7 1.468, H10 1.094
4 C 0.8151 0.2453 0.8735  C3 1.561, C5 1.487, H11 1.090, H12 1.089
5 C 1.2632 1.6539 0.7135  C4 1.487, C6 1.317, H13 1.085
6 C 2.4893 2.1321 0.6712  C5 1.317, H14 1.087, H15 1.079
7 N -1.0203 -1.1239 -0.2720  C3 1.468, H16 1.035, H17 1.008
8 H -0.1829 1.4579 -1.4237  C1 1.116
9 H 1.2500 0.6249 -2.0521  C1 1.113
10 H 1.0144 -1.1546 -0.8184  C3 1.094
11 H 0.0464 0.1065 1.6345  C4 1.090
12 H 1.6697 -0.3635 1.1634  C4 1.089
13 H 0.4612 2.3425 0.4681  C5 1.085
14 H 3.4167 1.6364 0.9467  C6 1.087
15 H 2.6805 3.1795 0.4933  C6 1.079
16 H -1.4839 -0.8133 -1.1431  N7 1.035
17 H -0.7829 -2.0869 -0.4507  N7 1.008
18 H -2.5323 -2.4263 1.4852  O20 0.966
19 H -2.0813 -1.2068 2.1262  O20 0.968
20 O -2.6286 -1.9770 2.3354  H18 0.966, H19 0.968

Atom charges from the Löwdin analysis, given in e for atoms 1 to 6: -0.479, -0.353, -0.375, -0.175, -0.219, -0.028

---

Model C:
The following is a quantum chemistry calculation of 2 unconnected molecules or ions with the total composition C5H12NO2, from the OMol25 dataset.

Summary:
Frontier orbital gap   0.2360 Ha
2S+1   1
LUMO level   3.15 eV
Net charge   -1

Last columns: bonded neighbours and bond lengths (Å).
CARTESIAN COORDINATES (ANGSTROEM)
1 C -1.5899 0.0529 0.3966  N2 1.427, C8 1.535, H9 1.113, H10 1.090
2 N -0.4861 0.0002 -0.5065  C1 1.427, C3 1.474
3 C 0.9127 0.1569 -0.0685  N2 1.474, C4 1.532, C6 1.537, H12 1.091
4 C 1.2818 -0.6527 1.1781  C3 1.532, O5 1.400, H13 1.108, H14 1.089
5 O 2.6192 -0.4066 1.5091  C4 1.400, H15 1.041
6 C 1.8548 -0.1564 -1.2414  C3 1.537, O7 1.351, H16 1.112, H17 1.122
7 O 3.1593 -0.1047 -0.8953  C6 1.351
8 C -2.8801 0.3627 -0.3742  C1 1.535, H18 1.093, H19 1.082, H20 1.096
9 H -1.8195 -0.9418 0.8396  C1 1.113
10 H -1.4947 0.7067 1.2638  C1 1.090
11 H -0.9602 1.5880 -0.4662  no bonds
12 H 1.0667 1.2089 0.1768  C3 1.091
13 H 1.1830 -1.6942 0.8137  C4 1.108
14 H 0.6363 -0.5023 2.0421  C4 1.089
15 H 3.0425 -0.3183 0.5625  O5 1.041
16 H 1.5102 0.4985 -2.0717  C6 1.112
17 H 1.5240 -1.1717 -1.5843  C6 1.122
18 H -2.9714 1.4516 -0.4129  C8 1.093
19 H -2.9052 -0.0051 -1.3920  C8 1.082
20 H -3.6833 -0.0726 0.2306  C8 1.096

Atom charges from the Löwdin analysis, given in e for atoms 1 to 6: -0.482, 0.052, -0.397, -0.288, -0.143, -0.448

---

Bottom line: model A, by a margin of 0.303 eV.

---

Model A:
The following is a quantum chemistry calculation of a single C5H12N2 molecule, from the OMol25 dataset.

Summary:
Structure (SMILES)   N/C=C\CCCN
Frontier orbital gap   0.2746 Ha
2S+1   1
LUMO level   0.55 eV
Net charge   0

Last columns: bonded neighbours and bond lengths (Å).
CARTESIAN COORDINATES (ANGSTROEM)
1 N 2.3003 0.2480 2.4849  C2 1.418, H8 1.025, H9 1.017
2 C 2.3104 0.3543 1.0714  N1 1.418, C3 1.367, H10 1.092
3 C 1.2273 0.3034 0.2393  C2 1.367, C4 1.506, H11 1.106
4 C 0.4157 -0.7384 -0.4846  C3 1.506, C5 1.523, H12 1.098, H13 1.100
5 C -0.6883 -0.1987 -1.3834  C4 1.523, C6 1.530, H14 1.089, H15 1.095
6 C -1.7967 0.5262 -0.6165  C5 1.530, N7 1.472, H16 1.089, H17 1.101
7 N -2.9177 -0.3364 -0.2093  C6 1.472, H18 1.016, H19 1.014
8 H 1.9155 -0.6320 2.8425  N1 1.025
9 H 3.2559 0.2710 2.8322  N1 1.017
10 H 3.3554 0.4221 0.7606  C2 1.092
11 H 1.1384 1.2510 -0.3238  C3 1.106
12 H 1.1261 -1.2733 -1.1281  C4 1.098
13 H 0.0524 -1.5263 0.1920  C4 1.100
14 H -1.0587 -0.9370 -2.0924  C5 1.089
15 H -0.1943 0.5917 -1.9587  C5 1.095
16 H -1.4067 1.0799 0.2365  C6 1.089
17 H -2.1427 1.2774 -1.3431  C6 1.101
18 H -3.1533 -0.9356 -0.9957  N7 1.016
19 H -3.7390 0.2525 -0.1236  N7 1.014

Atom charges from the Löwdin analysis, given in e for atoms 1 to 6: 0.037, -0.211, -0.139, -0.246, -0.221, -0.299

---

Model B:
The following is a quantum chemistry calculation of a single C5H12N2 molecule, from the OMol25 dataset.

Summary:
Structure (SMILES)   C=C(C)[C@@H](C)NN
Frontier orbital gap   0.3594 Ha
2S+1   1
LUMO level   1.06 eV
Net charge   0

Last columns: bonded neighbours and bond lengths (Å).
CARTESIAN COORDINATES (ANGSTROEM)
1 C -1.3398 0.9847 1.1159  C2 1.287, H8 1.099, H9 1.094
2 C -0.8136 0.3980 0.0983  C1 1.287, C3 1.482, C4 1.582
3 C -0.9592 1.0071 -1.2447  C2 1.482, H10 1.126, H11 1.094, H12 1.128
4 C 0.3507 -0.6531 0.3069  C2 1.582, C5 1.614, N6 1.415, H13 1.076
5 C 0.1504 -2.1082 -0.3620  C4 1.614, H14 1.166, H15 1.051, H16 1.138
6 N 1.4758 0.0563 -0.1763  C4 1.415, N7 1.422, H17 1.038
7 N 2.0858 1.0693 0.6137  N6 1.422, H18 0.992, H19 1.023
8 H -1.0702 0.6991 2.1422  C1 1.099
9 H -2.0099 1.8470 1.0574  C1 1.094
10 H -0.9541 2.1276 -1.1364  C3 1.126
11 H -0.1073 0.7656 -1.8867  C3 1.094
12 H -2.0034 0.7991 -1.6161  C3 1.128
13 H 0.5070 -0.7976 1.3614  C4 1.076
14 H 1.1568 -2.4979 -0.8044  C5 1.166
15 H -0.3800 -2.7494 0.2807  C5 1.051
16 H -0.5327 -1.8466 -1.2332  C5 1.138
17 H 2.1676 -0.6652 -0.4548  N6 1.038
18 H 1.7768 1.9500 0.2765  N7 0.992
19 H 1.6821 0.9428 1.5449  N7 1.023

Atom charges from the Löwdin analysis, given in e for atoms 1 to 6: 0.003, -0.364, -0.088, -0.368, -0.013, -0.167

---

Bottom line: model B, by a margin of 1.072 eV.